{"formula": "C39H60Cl2GeO9Se2V", "method": "wB97M-V/def2-TZVPD", "species": ["V", "O", "C", "O", "C", "O", "C", "C", "O", "O", "H", "H", "H", "H", "H", "C", "C", "C", "C", "C", "C", "C", "Se", "C", "C", "C", "C", "C", "C", "O", "C", "C", "C", "C", "C", "C", "C", "C", "C", "O", "C", "C", "C", "C", "C", "C", "H", "H", "H", "H", "H", "H", "H", "H", "H", "H", "H", "H", "H", "H", "H", "H", "H", "H", "H", "H", "H", "H", "H", "H", "H", "H", "H", "H", "H", "H", "H", "H", "H", "H", "H", "H", "H", "H", "H", "H", "Cl", "C", "Cl", "C", "O", "O", "H", "C", "Ge", "C", "C", "C", "Se", "C", "H", "H", "H", "H", "H", "H", "H", "H", "H", "H", "H", "H", "H", "H"], "positions_angstrom": [[-1.818, 0.280, 0.334], [-4.637, 3.473, 0.165], [-3.786, 2.486, 0.442], [-3.383, 1.720, -0.409], [-3.336, 2.403, 1.871], [-3.041, 1.053, 2.181], [-4.208, 0.236, 2.373], [-4.295, -0.967, 1.420], [-5.319, -1.647, 1.544], [-3.317, -1.158, 0.646], [-4.734, 3.496, -0.799], [-4.073, 2.834, 2.551], [-2.397, 2.977, 1.950], [-5.114, 0.839, 2.272], [-4.171, -0.158, 3.390], [2.852, 1.582, -5.908], [1.708, 2.472, -5.400], [0.800, 2.840, -6.583], [2.320, 3.763, -4.855], [0.905, 1.729, -4.336], [0.781, 2.161, -3.024], [0.041, 1.440, -2.100], [0.011, 2.078, -0.280], [1.432, 0.947, 0.346], [2.728, 1.401, 0.207], [3.810, 0.579, 0.493], [3.509, -0.730, 0.861], [2.220, -1.233, 1.005], [1.110, -0.346, 0.841], [-0.109, -0.686, 1.120], [2.037, -2.716, 1.366], [1.994, -2.867, 2.893], [0.766, -3.327, 0.756], [3.213, -3.559, 0.841], [5.234, 1.105, 0.326], [5.430, 2.366, 1.178], [6.284, 0.078, 0.755], [5.483, 1.455, -1.149], [-0.644, 0.237, -2.421], [-1.364, -0.392, -1.557], [-0.481, -0.233, -3.767], [0.263, 0.529, -4.653], [-1.083, -1.545, -4.307], [-1.813, -2.419, -3.281], [-2.087, -1.213, -5.423], [0.048, -2.407, -4.897], [3.433, 2.098, -6.680], [2.469, 0.653, -6.333], [3.520, 1.319, -5.085], [1.366, 3.369, -7.356], [-0.017, 3.482, -6.248], [0.359, 1.950, -7.034], [2.876, 4.272, -5.648], [3.012, 3.560, -4.036], [1.551, 4.445, -4.488], [1.265, 3.069, -2.685], [2.878, 2.414, -0.152], [4.332, -1.408, 1.039], [1.138, -2.340, 3.310], [2.907, -2.464, 3.341], [1.909, -3.924, 3.171], [-0.137, -2.878, 1.156], [0.757, -4.404, 0.959], [0.751, -3.183, -0.328], [4.148, -3.354, 1.367], [3.373, -3.388, -0.225], [2.987, -4.618, 0.990], [5.252, 2.146, 2.232], [4.736, 3.155, 0.886], [6.449, 2.752, 1.068], [6.142, -0.223, 1.795], [7.283, 0.513, 0.660], [6.247, -0.818, 0.132], [4.782, 2.218, -1.492], [5.344, 0.573, -1.778], [6.500, 1.833, -1.294], [0.358, 0.162, -5.671], [-2.666, -1.914, -2.838], [-1.161, -2.711, -2.460], [-2.160, -3.324, -3.794], [-2.915, -0.626, -5.021], [-2.495, -2.135, -5.851], [-1.624, -0.638, -6.228], [0.804, -2.607, -4.136], [0.541, -1.924, -5.743], [-0.354, -3.365, -5.244], [-3.274, 6.680, 2.132], [-1.634, 6.196, 1.588], [-1.754, 5.415, -0.011], [-0.942, 5.336, 2.718], [-0.570, 6.054, 3.655], [-0.883, 4.111, 2.535], [-1.080, 7.116, 1.445], [-3.721, -4.375, 6.669], [-3.745, -3.262, 5.040], [-3.158, -4.343, 3.521], [-5.578, -2.646, 4.747], [-2.535, -1.735, 5.347], [-1.469, -1.427, 3.741], [-0.673, 0.270, 4.241], [-4.371, -5.244, 6.552], [-4.066, -3.802, 7.532], [-2.708, -4.728, 6.875], [-3.822, -5.202, 3.406], [-2.137, -4.701, 3.662], [-3.196, -3.753, 2.604], [-6.249, -3.506, 4.696], [-5.659, -2.104, 3.802], [-5.904, -2.007, 5.570], [-1.886, -1.935, 6.201], [-3.135, -0.850, 5.574], [-0.073, 0.163, 5.143], [-1.444, 1.025, 4.374], [-0.041, 0.562, 3.404]], "atomic_forces_ev_per_a": [[0.1, -0.5, 0.0], [0.0, 0.0, 0.0], [0.0, 0.0, 0.0], [-0.1, 0.0, 0.0], [0.1, 0.0, 0.0], [0.1, 0.1, -0.2], [0.0, 0.0, 0.1], [0.0, 0.0, 0.1], [0.0, 0.0, 0.0], [0.0, 0.1, -0.1], [0.0, 0.0, 0.0], [0.0, 0.0, 0.0], [-0.1, 0.1, 0.1], [0.0, 0.0, 0.0], [0.0, 0.0, 0.0], [0.0, 0.0, 0.0], [0.0, 0.0, 0.0], [0.0, 0.0, 0.0], [0.0, 0.0, 0.0], [0.0, 0.0, 0.0], [0.0, 0.0, 0.0], [0.0, 0.1, 0.0], [0.0, -0.1, 0.0], [0.0, 0.0, 0.0], [0.0, 0.0, 0.0], [0.0, 0.0, 0.0], [0.0, 0.0, 0.0], [-0.1, 0.0, 0.0], [0.1, 0.0, 0.0], [-0.3, 0.1, 0.0], [0.0, 0.0, 0.0], [0.0, 0.0, 0.0], [0.0, 0.0, 0.0], [0.0, 0.0, 0.0], [0.0, 0.0, 0.0], [0.0, 0.0, 0.0], [0.0, 0.0, 0.0], [0.0, 0.0, 0.0], [0.0, 0.0, -0.1], [0.0, 0.3, 0.2], [0.0, 0.0, 0.1], [0.0, 0.0, 0.0], [0.0, 0.0, 0.0], [0.0, 0.0, 0.0], [0.0, 0.0, 0.0], [0.0, 0.0, 0.0], [0.0, 0.0, 0.0], [0.0, 0.0, 0.0], [0.0, 0.0, 0.0], [0.0, 0.0, 0.0], [0.0, 0.0, 0.0], [0.0, 0.0, 0.0], [0.0, 0.0, 0.0], [0.0, 0.0, 0.0], [0.0, 0.0, 0.0], [0.0, 0.0, 0.0], [0.0, 0.0, 0.0], [0.0, 0.0, 0.0], [0.0, 0.0, 0.0], [0.0, 0.0, 0.0], [0.0, 0.0, 0.0], [0.0, 0.0, 0.0], [0.0, 0.0, 0.0], [0.0, 0.0, 0.0], [0.0, 0.0, 0.0], [0.0, 0.0, 0.0], [0.0, 0.0, 0.0], [0.0, 0.0, 0.0], [0.0, 0.0, 0.0], [0.0, 0.0, 0.0], [0.0, 0.0, 0.0], [0.0, 0.0, 0.0], [0.0, 0.0, 0.0], [0.0, 0.0, 0.0], [0.0, 0.0, 0.0], [0.0, 0.0, 0.0], [0.0, 0.0, 0.0], [0.0, 0.0, 0.0], [0.0, 0.0, 0.0], [0.0, 0.0, 0.0], [0.0, 0.0, 0.0], [0.0, 0.0, 0.0], [0.0, 0.0, 0.0], [0.0, 0.0, 0.0], [0.0, 0.0, 0.0], [0.0, 0.0, 0.0], [0.0, 0.0, 0.0], [0.1, 0.1, 0.0], [0.0, 0.0, 0.0], [-0.1, -0.1, 0.0], [0.1, 0.0, 0.0], [0.0, 0.0, 0.0], [0.0, 0.0, 0.0], [0.0, 0.0, 0.0], [0.0, 0.0, 0.0], [0.0, 0.0, 0.0], [0.0, 0.0, 0.0], [0.0, 0.0, 0.0], [0.0, -0.1, 0.0], [0.0, 0.0, 0.0], [0.0, 0.0, 0.0], [0.0, 0.0, 0.0], [0.0, 0.0, 0.0], [0.0, 0.0, 0.0], [0.0, 0.0, 0.0], [0.0, 0.0, 0.0], [0.0, 0.0, 0.0], [0.0, 0.0, 0.0], [0.0, 0.0, 0.0], [0.0, 0.0, 0.0], [0.0, 0.0, 0.0], [0.0, 0.0, 0.0], [0.0, 0.0, 0.0], [0.0, 0.0, 0.0]], "e_lumo_ha": [0.145, 0.145], "gap_ev": [5.66, 6.35], "charge": -2, "spin_multiplicity": 4, "s2": 3.76, "largest_force_ev_per_a": 0.51}

{"formula": "C2H5NO2S", "method": "wB97M-V/def2-TZVPD", "species": ["O", "C", "C", "S", "N", "O", "H", "H", "H", "H", "H"], "positions_angstrom": [[0.675, -0.681, -1.177], [1.074, 0.213, 0.060], [-0.158, -0.103, 0.927], [-0.350, -0.977, 2.375], [-1.287, 0.129, 0.157], [-1.236, 1.135, -0.773], [0.961, -1.595, -0.888], [1.954, -0.156, 0.593], [1.263, 1.199, -0.483], [-2.170, 0.122, 0.698], [-0.727, 0.713, -1.489]], "atomic_forces_ev_per_a": [[2.4, -0.3, 2.2], [-0.6, -1.4, -1.8], [-1.7, -0.1, -0.3], [0.9, 1.3, -1.8], [-0.2, -0.1, 3.0], [0.1, 0.2, -0.8], [-0.7, 1.4, -0.7], [0.0, 0.1, -0.5], [-0.7, -1.1, 1.6], [0.7, 0.0, -0.8], [-0.4, 0.1, -0.1]], "e_lumo_ha": -0.003, "gap_ev": 8.75, "largest_force_ev_per_a": 3.29, "smiles": "OCC(=S)NO"}